1.
Computed, not measured: 7 unconnected molecules or ions with the total composition C29H68BO11S, with ωB97M-V/def2-TZVPD.

```
110
Properties=species:S:1:pos:R:3:forces:R:3:mulliken_charge:R:1
C -0.66125 -3.48153 1.44379 0.15 -0.39 -0.36 0.406
C -1.80430 -3.75706 1.19594 -0.06 0.25 -0.08 -1.617
C -3.21135 -3.98106 0.85860 0.12 0.13 0.23 0.817
C -3.63497 -5.46803 0.84564 0.28 0.11 0.10 -0.819
C -3.80550 -6.06297 -0.54661 -0.30 -0.19 -0.08 -0.977
C -4.92762 -5.42702 -1.36541 -0.48 -0.67 -0.49 0.414
O -5.85805 -6.38719 -1.84072 0.16 0.23 0.10 -0.879
B -6.64084 -5.64685 -2.91221 -0.02 -0.05 -0.28 1.177
O -5.82481 -4.38124 -3.16333 0.12 -0.18 0.06 -0.978
C -4.55344 -4.75299 -2.68589 -0.55 0.29 -0.06 -0.049
C -3.61123 -3.57100 -2.64144 -0.41 0.18 0.15 0.059
C -3.24056 -3.02958 -4.02154 0.44 0.24 0.31 -0.910
C -2.88220 -1.53482 -3.98792 -0.06 -0.19 -0.14 -0.792
C -4.06853 -0.56845 -4.13666 0.35 -0.23 -0.29 -0.854
S -4.77696 0.00136 -2.62347 -0.18 0.16 0.72 1.202
O -3.83904 -0.11927 -1.54125 0.18 -0.01 -0.15 -0.621
O -5.40607 1.28266 -2.79239 0.06 -0.07 -0.33 -0.663
O -5.90145 -1.09292 -2.41017 -0.03 0.12 -0.23 -0.451
H 0.40086 -3.41529 1.46316 -0.01 0.11 0.24 0.719
H -3.80996 -3.41242 1.57485 -0.03 -0.05 0.00 0.383
H -3.37597 -3.50771 -0.10849 -0.17 -0.07 0.00 -0.669
H -4.56511 -5.55678 1.41003 -0.10 -0.09 -0.16 0.321
H -2.88641 -6.04185 1.39764 -0.03 0.01 0.04 0.469
H -4.05340 -7.12196 -0.44104 -0.01 0.01 -0.04 0.362
H -2.87118 -6.02551 -1.11740 0.11 0.08 0.13 0.374
H -5.53599 -4.71578 -0.77779 0.53 0.37 0.23 0.168
H -6.66670 -6.31095 -3.96306 -0.06 -0.13 0.15 -0.331
H -7.78092 -5.37291 -2.52745 0.02 0.15 -0.02 -0.335
H -4.18527 -5.54947 -3.36002 0.49 -0.04 0.23 -0.043
H -4.11908 -2.78247 -2.07801 -0.02 -0.06 0.02 -0.145
H -2.71376 -3.82016 -2.06661 0.13 -0.01 -0.18 0.542
H -4.04624 -3.22079 -4.73199 -0.05 -0.02 0.02 0.307
H -2.34086 -3.54458 -4.37026 -0.16 -0.18 -0.13 0.429
H -2.33913 -1.30961 -3.06866 0.00 0.05 0.00 0.340
H -2.19661 -1.31121 -4.80930 -0.07 0.05 -0.04 0.465
H -3.73532 0.34297 -4.63305 -0.14 0.12 0.11 0.375
H -4.86435 -1.01295 -4.73475 -0.12 0.08 0.09 0.422
H -6.27680 -0.96974 -1.52450 -0.02 -0.19 0.01 0.354
C 4.04232 -2.26064 2.88586 -0.01 -0.13 0.00 -1.157
C 4.06826 -1.85178 1.42106 -0.11 0.25 0.16 0.339
C 4.29616 -0.35773 1.25355 -0.01 -0.10 -0.09 -1.205
O 2.85574 -2.23656 0.77662 0.04 -0.15 -0.02 -0.525
H 3.22426 -1.75365 3.40496 0.04 0.06 0.00 0.183
H 3.87680 -3.33480 2.98002 0.02 0.00 -0.02 0.325
H 4.97772 -2.00549 3.38708 -0.01 0.02 0.00 0.428
H 4.85715 -2.40260 0.90524 -0.05 -0.04 -0.05 0.293
H 3.48436 0.20068 1.72731 0.04 0.01 0.07 0.282
H 4.30802 -0.08850 0.19804 0.03 -0.01 0.00 0.340
H 5.23442 -0.03207 1.70229 -0.01 0.01 0.02 0.369
H 2.13355 -1.76191 1.20414 -0.02 0.04 -0.06 0.327
C 4.77822 5.14589 1.15301 0.01 -0.02 0.11 -1.247
C 5.37844 3.86386 0.59587 -0.19 0.14 -0.15 0.399
C 5.51695 3.92086 -0.91552 -0.02 -0.09 -0.08 -1.153
O 4.59473 2.73599 0.98560 0.11 0.04 0.08 -0.441
H 3.77486 5.30120 0.74634 0.02 0.02 -0.05 0.265
H 4.69158 5.08812 2.23856 0.02 -0.01 0.00 0.337
H 5.38994 6.01219 0.89655 0.00 0.00 -0.02 0.373
H 6.36075 3.69958 1.04196 0.00 -0.05 0.02 0.190
H 4.53489 4.03791 -1.38424 -0.02 0.06 0.05 0.425
H 5.95582 2.99724 -1.29233 0.04 0.02 0.02 0.224
H 6.15238 4.75197 -1.22022 0.01 -0.01 0.00 0.308
H 3.71614 2.84371 0.60389 0.00 -0.03 -0.02 0.309
C 9.36286 2.87092 -3.15501 -0.11 -0.01 0.00 -1.277
C 9.41185 4.19731 -2.41282 0.19 -0.19 0.01 0.475
C 10.83133 4.73417 -2.31100 -0.02 0.10 0.05 -1.363
O 8.83224 4.06460 -1.11644 -0.04 0.11 0.01 -0.474
H 9.94983 2.11719 -2.62252 0.05 0.02 -0.02 0.338
H 8.33729 2.50749 -3.22057 0.00 0.02 -0.01 0.306
H 9.76428 2.96629 -4.16489 0.01 0.00 0.01 0.383
H 8.78558 4.92546 -2.93125 -0.05 0.01 0.04 0.257
H 11.46139 4.03452 -1.75449 0.00 -0.04 -0.05 0.354
H 10.84297 5.68637 -1.78022 -0.02 0.00 -0.02 0.324
H 11.27173 4.87950 -3.29845 0.00 -0.01 0.00 0.378
H 9.35515 3.42471 -0.62107 -0.01 -0.01 0.00 0.309
C -5.30040 3.61632 2.59195 0.03 -0.01 0.12 -1.265
C -4.78954 2.27335 2.08817 -0.19 0.16 -0.16 0.398
C -4.75350 2.21643 0.57055 -0.07 -0.03 0.07 -0.660
O -5.59157 1.21571 2.61480 0.10 -0.01 0.09 -0.551
H -6.32202 3.78676 2.24027 0.02 0.02 -0.06 0.333
H -5.31564 3.63873 3.68254 0.02 -0.01 -0.01 0.339
H -4.67545 4.43681 2.23435 -0.01 0.00 -0.02 0.298
H -3.78766 2.09806 2.48467 -0.02 -0.08 0.04 0.276
H -5.76041 2.34547 0.16022 0.02 0.12 0.01 0.328
H -4.38745 1.25995 0.21323 0.11 -0.05 0.05 0.268
H -4.11619 3.00251 0.15976 -0.03 0.02 -0.01 -0.077
H -6.48590 1.33366 2.27686 0.00 -0.03 -0.03 0.347
C -1.17861 6.25086 -0.38913 0.11 0.02 0.02 -1.075
C -1.15016 5.66192 -1.79211 -0.22 -0.09 0.20 0.368
C -2.55418 5.45212 -2.33684 0.03 -0.07 -0.11 -0.908
O -0.41910 4.43738 -1.80217 0.11 0.09 -0.04 -0.529
H -1.69143 5.56948 0.29560 -0.05 0.01 -0.02 0.209
H -0.16491 6.39772 -0.01471 0.00 0.01 -0.02 0.268
H -1.69981 7.20941 -0.37143 -0.01 -0.01 0.00 0.363
H -0.59652 6.33063 -2.45380 0.05 -0.04 -0.02 0.265
H -3.10387 4.74724 -1.70718 -0.02 0.04 0.04 0.042
H -2.51746 5.02931 -3.34076 0.02 0.03 0.00 0.301
H -3.11247 6.38897 -2.37287 0.00 0.00 0.02 0.362
H -0.88373 3.80895 -1.23774 -0.02 -0.03 -0.05 0.334
C 0.65277 -4.48572 6.99505 0.02 -0.11 -0.01 -1.352
C 0.66710 -4.07559 5.52892 -0.15 0.20 0.18 0.430
C 0.88841 -2.57810 5.37236 0.03 0.01 -0.13 -1.088
O -0.53780 -4.47041 4.88636 0.13 -0.14 0.04 -0.493
H -0.16557 -3.98391 7.51926 0.03 0.05 0.00 0.341
H 0.49694 -5.56076 7.08797 0.02 0.00 -0.02 0.322
H 1.58902 -4.22376 7.49156 -0.01 0.01 0.00 0.369
H 1.46067 -4.61678 5.01020 -0.03 -0.02 -0.05 0.216
H 0.07364 -2.02340 5.84636 0.02 -0.01 0.07 0.418
H 0.89898 -2.30324 4.31738 0.00 -0.04 0.00 0.140
H 1.83045 -2.26514 5.82717 -0.01 0.01 0.01 0.370
H -1.26686 -4.00243 5.30767 -0.03 0.02 -0.08 0.322
```
Forces are in eV/Å.

Its total charge is -1. Its orbital gap is 5.5 eV. For the largest force on an atom, the calculation gives 0.95 eV/A. Its LUMO energy is 1.7 eV. The value obtained for the calculated total energy is -65209.7542 eV.


2.
Computed, not measured: a gas-phase ion, C6H12N (charge +1), with ωB97M-V/def2-TZVPD.

```
19
Properties=species:S:1:pos:R:3:forces:R:3:lowdin_spin:R:1
C 1.66798 -1.22609 -0.05216 -6.25 -0.38 1.31 0.692
C 2.90046 -1.01730 -0.07080 4.62 -0.08 -1.52 0.130
C 0.31930 -0.67064 -0.67971 2.88 -2.65 -3.20 0.194
C -0.94740 -0.21215 -0.14929 0.04 -0.94 0.98 0.584
C -2.33033 -0.71473 -0.32915 -0.63 -0.62 -0.89 0.095
C 0.10311 1.84183 0.45757 0.96 2.66 0.73 0.029
N -0.70992 0.70632 0.96748 -1.94 -1.57 0.50 0.061
H 3.55006 -1.68960 0.46254 0.12 -0.27 0.87 0.034
H 3.59883 -0.53798 -0.81561 -1.25 0.44 0.39 0.044
H 0.94133 0.19110 -0.94253 -0.91 0.45 -1.60 0.046
H 0.09479 -1.41711 -1.56764 0.60 1.85 1.46 0.002
H -3.00061 -0.21927 -1.05398 0.67 0.69 -0.02 0.035
H -2.94575 -0.69909 0.56860 0.23 -0.17 0.45 0.012
H -2.37895 -1.72327 -0.76203 0.45 -0.02 0.51 0.010
H 1.16658 1.61856 0.24969 -0.64 -0.70 0.70 0.003
H -0.22394 2.17684 -0.58842 -0.36 -0.13 1.99 0.003
H 0.17066 2.60384 1.32043 -0.53 -0.70 -1.84 0.002
H -1.74587 0.87682 1.26210 2.56 0.72 0.05 0.000
H -0.23031 0.11191 1.72291 -0.60 1.43 -0.88 0.021
```
Forces are in eV/Å.

The value obtained for the energy relative to the best compared isomer or geometry (same formula, charge and spin) is 50.8 kcal per mole. Its total charge is +1. Its multiplicity is 3. Its orbital gap (alpha / beta) is 8.0 / 9.1 eV. For the largest force on an atom, the calculation gives 6.40 eV/A. Its LUMO energy (alpha / beta) is -3.3 / -4.9 eV. The value obtained for the calculated total energy is -7893.2591 eV.


Question: Which formula does entry 2 have?
Answer: C6H12N


Question: Which of these has the highest total charge?
Answer: C6H12N


Question: Among the records above, which one has the lowest total charge?
Answer: C29H68BO11S


Question: Among the records above, which one has the lowest total charge?
Answer: C29H68BO11S